# 1
Molecular formula: C22H46BBrCl22S
Method: DFT, the ωB97M-V functional and the def2-TZVPD basis

Geometry as XYZ:
```
93
C22H46BBrCl22S (the ωB97M-V functional and the def2-TZVPD basis)
H -7.315 0.133 2.604
H 1.186 1.148 -10.399
Cl 2.523 -5.220 0.574
H 1.713 -4.812 2.736
H -6.795 2.423 6.999
C 4.627 3.355 4.130
C 9.275 5.293 7.120
C 0.016 0.940 1.387
B -9.033 -2.427 1.249
C 2.110 1.393 -10.920
H 3.328 -4.115 2.497
H -5.489 3.810 9.398
Cl -6.749 1.229 9.028
H -1.994 0.785 0.693
H -0.778 -8.858 -2.266
C 0.026 -8.160 -2.497
H 4.089 3.494 5.066
H 1.458 -9.384 -1.491
H 0.707 1.668 -7.326
C -5.373 0.569 3.346
C 1.010 1.005 -6.518
Cl -1.463 -1.357 1.452
Cl 7.208 6.540 8.412
Cl 0.134 1.146 -2.046
H 2.086 1.083 -4.652
Cl 2.758 4.992 2.981
Cl 10.475 6.574 7.440
H 0.370 -8.328 -3.515
H -9.568 -1.510 3.367
C 1.691 -2.910 1.775
H -5.144 2.112 7.559
C -2.156 -0.075 -2.871
C -6.138 2.437 7.865
H 9.592 4.777 6.214
Cl 3.436 0.412 -8.734
Cl 2.747 -1.821 0.837
Cl 2.584 -7.369 -1.910
S -9.168 -2.760 3.048
C 3.705 3.481 2.943
H 0.016 2.026 1.304
H 7.875 6.623 6.156
H -0.748 -0.972 -1.487
Cl 2.510 0.015 -11.977
H 2.836 1.969 -6.000
C 3.221 1.707 -9.948
H 0.502 0.516 0.510
H 1.532 0.141 -6.930
H -4.908 0.052 2.506
Cl -0.478 0.380 -5.748
C -0.227 -3.385 -5.876
H 1.253 -4.211 -4.530
Cl -4.322 1.954 3.759
C 1.198 -3.576 -5.413
H 9.305 4.600 7.958
Cl -0.678 -6.521 -2.430
C -1.394 0.432 1.526
Cl -1.275 -2.806 -4.552
H -6.745 1.755 2.171
Cl -7.660 4.505 8.815
Cl 5.948 4.559 4.093
Cl -3.154 0.643 -1.575
H 2.982 2.620 -9.404
H -5.389 -0.096 4.207
H 7.220 5.039 6.605
C -6.763 1.002 2.956
C -0.755 -0.369 -2.394
C -6.051 3.818 8.466
Br -7.429 -1.800 0.501
Cl -7.665 1.685 4.336
H -5.564 4.486 7.756
H -1.852 0.736 2.464
H 1.471 -2.395 2.710
H -9.866 -2.772 0.482
Cl 1.163 3.230 -4.938
H 2.994 2.657 2.956
Cl 1.030 0.510 2.795
H 1.785 -4.022 -6.215
H 0.765 -3.032 1.217
C 2.342 -4.241 2.054
H -0.640 -4.329 -6.228
H -2.118 0.618 -3.710
H -0.204 -0.885 -3.176
Cl 1.970 -2.018 -4.997
H 4.173 1.831 -10.458
C 7.885 5.843 6.915
H -2.660 -0.985 -3.188
H 1.941 2.256 -11.563
C 1.148 -8.339 -1.501
H 5.093 2.371 4.123
H 0.834 -8.047 -0.500
C 1.893 1.711 -5.520
H -0.287 -2.645 -6.672
H 4.261 3.466 2.008
```

- LUMO (eV) = -0.640
- strongest force on any atom (eV Å⁻¹) = 0.578
- electronic energy (Ha) = -13987.2122
- net charge = 0
- SMILES = ClCCCl.ClCCCl.ClCCCl.ClCCCl.ClCCCl.ClCCCl.ClCCCl.ClCCCl.ClCCCl.ClCCCl.ClCCCl.SBBr
- HOMO level (eV) = -9.8

Here are the Mulliken charges for atoms 1 to 4, given in e: -0.2607 0.2562 -0.1252 0.3194



# 2
Molecular formula: C3H6
Method: DFT, the ωB97M-V functional and the def2-TZVPD basis

Geometry as XYZ:
```
9
C3H6 (the ωB97M-V functional and the def2-TZVPD basis)
H 0.244 1.825 0.716
H 1.506 -0.945 0.107
H -1.112 1.660 -0.469
H -1.442 -0.584 0.249
H 0.119 -2.237 0.350
H 0.493 1.542 -1.049
C -0.103 1.256 -0.200
C -0.373 -0.231 0.094
C 0.508 -1.235 0.123
```

- LUMO (eV) = 1.291
- strongest force on any atom (eV Å⁻¹) = 2.496
- electronic energy (Ha) = -117.8581
- net charge = 0
- SMILES = C=CC
- energy above the lowest of the compared OMol25 structures with the same formula, charge and spin (eV) = 0.377
- HOMO level (eV) = -9.7

Here are the natural (NBO) charges for atoms 1 to 4, given in e: 0.2225 0.1897 0.2167 0.1894



# 3
Molecular formula: C6H9O6Zn
Method: DFT, the ωB97M-V functional and the def2-TZVPD basis

Geometry as XYZ:
```
22
C6H9O6Zn (the ωB97M-V functional and the def2-TZVPD basis)
C 10.481 4.331 -10.420
C 13.299 5.425 -13.694
C 9.131 3.888 -9.829
C 13.877 5.869 -15.043
O 11.325 3.600 -10.965
Zn 12.671 5.100 -11.375
O 12.392 6.102 -13.128
H 15.346 7.104 -7.981
H 9.106 2.912 -9.344
O 13.996 4.705 -9.791
H 16.402 6.420 -9.190
H 15.553 5.407 -7.962
H 13.368 6.763 -15.404
H 8.893 4.596 -9.034
H 13.910 5.010 -15.713
C 14.362 5.893 -9.668
H 14.915 6.148 -14.865
H 8.335 3.940 -10.571
C 15.471 6.251 -8.648
O 13.739 4.434 -13.059
O 10.846 5.520 -10.448
O 13.732 6.733 -10.314
```

- LUMO (eV) = 3.276
- strongest force on any atom (eV Å⁻¹) = 4.076
- electronic energy (Ha) = -2464.9977
- net charge = -1
- energy above the lowest of the compared OMol25 structures with the same formula, charge and spin (eV) = 0.889
- HOMO level (eV) = -5.3

Here are the natural (NBO) charges for atoms 1 to 4, given in e: 0.7685 0.7651 -0.7138 -0.7192



# 4
Molecular formula: C44H57BiN6P2S2
Method: DFT, the ωB97M-V functional and the def2-TZVPD basis

Geometry as XYZ:
```
112
C44H57BiN6P2S2 (the ωB97M-V functional and the def2-TZVPD basis)
C 7.341 8.869 12.402
C 10.385 16.199 15.619
C 13.254 9.141 15.164
H 11.648 14.899 19.658
C 16.594 8.163 13.611
H 13.469 9.120 19.971
C 12.696 15.654 9.623
H 12.809 5.830 9.967
H 12.375 16.421 8.913
H 12.905 7.123 8.764
H 15.523 13.650 16.794
H 14.016 7.488 12.958
C 12.074 15.536 10.895
C 13.754 14.841 9.269
C 16.983 9.522 14.243
C 17.397 12.708 8.603
H 17.417 12.772 13.792
C 13.345 7.709 10.823
N 12.756 9.491 13.926
H 6.756 9.429 13.203
N 10.559 15.040 14.946
C 9.837 8.905 11.802
N 15.450 11.803 10.533
C 9.555 17.214 14.890
H 14.635 12.103 17.151
N 13.510 13.692 11.358
H 11.978 14.230 12.665
H 12.178 13.337 17.150
P 15.560 10.677 14.582
C 14.209 13.859 10.210
H 13.464 10.996 8.615
C 19.699 11.343 7.798
C 8.818 8.918 12.774
C 15.064 12.764 16.335
H 14.575 7.638 19.626
H 12.158 10.551 7.470
H 17.593 10.054 13.495
H 18.196 10.178 15.985
C 12.574 6.894 9.787
H 14.169 14.919 8.268
H 17.021 11.708 16.175
N 16.167 13.344 8.889
H 16.251 8.250 12.556
C 13.589 6.902 12.113
Bi 13.902 11.490 12.479
C 12.751 10.179 8.333
H 9.992 10.963 10.396
H 18.857 8.769 15.134
H 10.719 9.516 15.623
H 15.665 10.062 17.420
H 15.990 14.236 8.476
H 14.217 13.084 15.671
C 16.207 12.113 15.527
H 17.404 8.594 16.218
H 17.494 7.521 13.631
C 15.353 12.930 9.919
H 12.666 6.436 12.460
H 15.809 7.669 14.212
H 10.737 17.301 17.468
H 10.111 11.157 8.654
C 14.020 8.758 17.861
C 17.896 9.241 15.454
H 17.431 13.912 15.267
H 8.782 16.662 14.348
C 11.224 14.026 15.512
H 13.192 14.864 18.834
H 11.118 9.016 9.156
H 11.290 16.257 11.172
H 11.772 7.652 15.536
C 12.211 15.386 18.848
C 14.348 8.707 19.320
H 9.562 8.721 10.771
H 7.196 9.422 11.459
H 12.190 7.584 17.991
N 11.648 14.129 16.807
H 15.986 13.787 14.203
S 11.584 12.495 14.744
C 17.625 11.411 9.112
C 11.165 9.183 12.189
C 11.713 9.885 9.446
C 9.126 9.088 14.146
C 10.698 11.048 9.568
H 14.329 7.958 10.403
H 6.877 7.862 12.334
H 11.233 12.021 9.747
H 11.459 7.028 9.851
H 9.083 17.962 15.544
C 18.290 13.326 7.682
H 10.133 17.779 14.104
C 14.454 9.745 15.645
C 18.762 10.744 8.627
C 12.625 8.161 15.958
S 16.608 10.597 10.254
C 10.888 16.348 16.917
H 20.593 10.795 7.544
H 18.031 14.337 7.321
C 19.485 12.661 7.312
H 18.977 9.723 9.018
C 16.829 13.219 14.643
C 10.395 9.297 14.588
H 12.344 16.447 19.137
C 12.476 14.479 11.726
H 15.210 9.296 19.596
H 8.269 9.073 14.852
H 14.370 6.101 11.994
C 11.546 15.303 17.518
C 11.464 9.296 13.593
H 20.237 13.106 6.651
C 12.907 8.085 17.306
H 13.282 9.238 8.008
C 14.796 9.562 16.999
P 12.520 9.386 11.012
```

- LUMO (eV) = -5.885
- strongest force on any atom (eV Å⁻¹) = 2.801
- electronic energy (Ha) = -3732.5652
- net charge = +2
- energy above the lowest of the compared OMol25 structures with the same formula, charge and spin (eV) = 1.847
- HOMO level (eV) = -10.6

Here are the Mulliken charges for atoms 1 to 4, given in e: -1.4493 0.8359 -0.4955 0.2972



# 5
Molecular formula: C28H83N3O12
Method: DFT, the ωB97M-V functional and the def2-TZVPD basis

Geometry as XYZ:
```
126
C28H83N3O12 (the ωB97M-V functional and the def2-TZVPD basis)
H 0.908 -0.901 -1.593
O -1.715 4.657 -3.468
H -5.806 -4.319 3.685
H 3.201 -1.933 8.161
H 1.637 -6.792 -5.826
H 2.087 5.306 7.608
C -2.702 -4.554 2.076
H -2.726 -5.622 1.861
O 1.799 -3.899 5.996
O 5.567 0.546 -4.950
H -3.971 -4.648 4.990
O 0.805 0.463 -0.259
H 0.896 -2.638 7.392
O -4.607 0.994 -1.529
O 0.701 4.238 10.421
H 0.669 4.291 7.773
H -4.056 -1.799 -8.008
O 2.959 -1.846 2.388
H 4.514 2.157 -4.348
H 6.476 0.275 -5.097
C 0.825 -7.001 -6.523
C -0.906 -6.026 -5.211
H -2.810 7.748 -4.100
H -4.047 0.036 -3.199
C -1.827 6.003 -3.160
C 0.652 0.158 -1.616
H -7.318 -5.859 1.974
H -0.050 3.927 1.638
H -1.216 10.661 4.586
H -3.096 7.508 3.151
H 2.955 -8.843 -8.772
H -0.854 6.342 -3.515
C -3.261 -1.877 -8.750
H 0.909 -4.108 5.704
C -2.127 9.169 3.838
H 0.482 1.904 3.579
C 2.880 -2.937 7.881
C -2.057 -0.854 -8.447
N 0.925 3.672 1.714
H -6.036 -1.555 -3.181
C -4.987 0.186 -2.668
H 0.460 -8.839 -9.336
H -2.789 6.287 -5.001
H 2.442 -3.475 8.721
H -1.538 -0.503 -9.339
H 1.395 4.359 1.142
H 2.123 1.971 1.554
C 1.816 -2.805 6.832
H -5.679 0.816 -3.227
H -1.210 -5.227 -5.887
H -6.633 -7.384 2.124
H 6.695 5.179 5.049
H 6.017 4.299 3.758
H -3.911 6.371 -3.628
O -0.369 -7.222 -5.869
H -0.731 -8.256 -8.372
C 2.583 -8.114 -8.052
H 1.322 0.801 -2.188
C -5.579 -1.207 -2.255
H 1.093 2.584 -0.587
H 3.775 -3.507 7.632
C 1.069 2.225 1.437
H 10.046 3.887 4.292
C 0.635 1.857 0.084
O -1.686 9.895 4.922
H -2.926 9.786 3.426
H 3.325 -8.129 -7.254
H -0.379 0.216 -1.963
N 0.237 -8.144 -8.638
H -1.688 -4.259 2.346
H 2.495 -2.525 2.878
H -3.465 7.595 4.821
H -0.772 1.803 2.439
C 6.923 4.835 4.040
H 2.532 -1.834 1.532
H -2.449 0.121 -8.154
H 6.036 2.611 -2.556
H -3.605 -1.773 -9.779
C -5.165 -4.528 2.829
C 6.013 1.613 -2.994
H -1.963 6.134 -2.087
H 8.301 3.938 2.716
C -6.563 -6.386 2.557
O -1.323 -1.496 -7.448
H -5.683 -4.033 2.008
H 0.283 0.447 2.543
H -2.986 -4.040 1.158
H -3.604 -3.030 3.313
H 5.284 1.138 -2.339
H 2.542 5.086 10.113
H -1.766 7.153 4.365
C 1.240 5.083 8.257
H 2.769 -7.216 -8.643
H -0.465 -1.065 -7.427
C 5.539 1.788 -4.386
H 7.009 1.170 -2.992
H -3.901 1.515 -1.920
H 1.956 -1.864 6.300
H -1.364 9.026 3.072
H -6.915 -6.492 3.583
H 8.050 2.968 4.262
C -2.647 7.744 4.116
H -4.780 -1.883 -1.951
H -3.535 -5.817 4.119
H -0.109 -5.541 -4.647
H 2.163 3.529 9.307
C 0.277 1.536 2.574
C -3.668 -4.100 3.115
H -6.346 -1.143 -1.483
C 8.117 3.948 3.790
H -0.435 2.060 0.137
H 6.174 2.565 -4.814
H 1.029 -9.137 -6.877
H -1.743 -6.156 -4.525
H 0.555 5.924 8.365
H -2.965 -2.918 -8.880
C 1.164 -8.245 -7.490
H 6.755 5.727 3.436
H -1.440 4.503 -4.375
C -2.928 6.670 -3.990
O -5.258 -5.916 2.477
H 0.833 -6.109 -7.149
H 0.376 5.135 10.529
C 1.785 4.515 9.576
N -3.281 -4.853 4.282
O 9.336 4.528 4.376
```

- LUMO (eV) = 0.089
- strongest force on any atom (eV Å⁻¹) = 3.003
- electronic energy (Ha) = -2183.4343
- net charge = 0
- SMILES = COC[C@H](C)N.COC[C@H](C)N.COC[C@H](C)N.CCO.CCO.CCO.CCO.CCO.CCO.CCO.CCO.O
- energy above the lowest of the compared OMol25 structures with the same formula, charge and spin (eV) = 3.565
- HOMO level (eV) = -9.1

Here are the Mulliken charges for atoms 1 to 4, given in e: 0.2111 -0.5118 0.4464 0.3001



# 6
Molecular formula: C19H41N10O9PSi
Method: DFT, the ωB97M-V functional and the def2-TZVPD basis

Geometry as XYZ:
```
81
C19H41N10O9PSi (the ωB97M-V functional and the def2-TZVPD basis)
H -2.950 3.943 9.787
H -1.132 2.463 5.158
O 3.220 -1.836 -2.437
N 1.956 -1.488 -4.271
H 5.561 4.896 0.457
C 2.140 -1.573 -2.941
H 6.267 0.895 1.696
H -2.124 -0.359 4.208
H -6.103 0.905 -4.265
N 4.569 -3.427 -7.251
P -5.063 -4.288 -2.478
C -3.455 -2.886 -0.124
H -1.987 2.860 0.669
O -0.855 0.236 2.502
C -0.258 2.646 4.377
C -6.546 -5.020 -1.513
N 1.031 -1.345 -2.214
H 7.703 2.248 -0.309
H 0.790 2.298 4.768
C -2.495 -1.664 2.323
O 2.898 -1.924 -7.436
H -3.069 2.740 2.225
C -3.178 -0.231 0.018
O -3.168 -4.120 0.340
H -0.185 3.833 4.273
H -1.481 -2.277 2.307
N 7.030 2.964 -0.069
H -7.109 -0.146 -2.820
H 3.180 0.176 -0.764
H 0.747 3.129 0.740
C 1.015 2.337 1.564
H -6.263 -5.419 -0.433
C -4.262 -2.799 -1.568
O 8.536 4.561 -0.584
H 1.118 -1.397 -1.209
H -7.491 -4.313 -1.505
O -1.913 2.383 7.230
O 4.129 1.800 0.842
O -3.503 1.025 -2.224
H 6.221 -0.580 0.772
H 1.342 1.354 0.980
H 2.761 -1.652 -4.861
H 6.115 2.692 0.248
H 6.728 6.123 0.058
C -6.217 -0.071 -3.609
H 1.890 2.700 2.250
H -3.029 0.568 2.797
H 1.949 -3.548 -9.043
N -0.915 2.630 9.237
C 7.422 4.245 -0.198
H -0.129 2.081 8.917
N 2.830 -3.832 -8.637
H 4.990 -4.304 -7.506
N 5.800 0.297 1.027
N -2.935 3.569 8.853
H -2.946 0.791 0.536
H -3.714 3.748 8.235
C -2.003 3.053 1.847
C 4.630 0.733 0.525
H 3.235 -4.713 -8.905
C -3.700 -0.145 -1.559
H -3.226 -2.294 3.024
C 3.399 -2.991 -7.754
C -1.920 2.831 8.365
H -0.912 2.995 10.175
O -3.875 -5.596 -2.543
H 0.136 -1.127 -2.620
H -5.007 -1.842 -4.634
C -3.027 -1.539 0.772
C -4.393 -1.464 -2.239
H 4.466 -0.989 -0.626
Si -0.607 1.970 2.610
C -5.218 -1.214 -3.664
H -1.792 4.210 1.967
H -6.891 -5.992 -2.114
H 5.036 -2.829 -6.583
N 4.061 -0.108 -0.358
C -2.162 -0.185 3.027
N 6.481 5.146 0.137
H 1.070 -1.272 -4.697
H -3.246 -5.275 -3.282
```

- LUMO (eV) = -1.947
- strongest force on any atom (eV Å⁻¹) = 8.619
- electronic energy (Ha) = -2603.9668
- net charge = 0
- SMILES = C=CC1=C(P(C)O)C(=O)C(CCO[Si](C)(C)C)=CC1=O.NC(N)=O.NC(N)=O.NC(N)=O.NC(N)=O.NC(N)=O
- HOMO level (eV) = -8.2

Here are the Mulliken charges for atoms 1 to 4, given in e: 0.1631 0.1756 -0.6811 -0.3099



- Which value of HOMO level does entry 4 give?
  -10.6 eV